1.
Density functional theory data (ωB97M-V/def2-TZVPD) for 3 unconnected molecules or ions with the total composition C3H10O3 at a distorted geometry.

The geometry in XYZ format:
```
16
Properties=species:S:1:pos:R:3:nbo_charge:R:1
C 1.481 -1.437 -0.348 -0.6352
C 0.733 -0.706 0.719 -0.2741
C -0.303 0.080 0.496 0.1154
O -0.989 0.656 1.546 -0.6843
H 1.741 -2.474 -0.151 0.2108
H 0.919 -1.394 -1.282 0.2118
H 2.404 -0.893 -0.558 0.2107
H 1.024 -0.840 1.753 0.1997
H -0.683 0.210 -0.510 0.1671
H -1.403 1.430 1.141 0.4766
O -1.871 -1.882 -2.775 -0.9412
H -1.392 -2.705 -2.905 0.4706
H -2.609 -2.095 -2.187 0.4715
O 0.439 3.735 1.441 -0.9376
H -0.112 4.503 1.237 0.4664
H 0.622 3.812 2.382 0.4719
```

Its HOMO energy is -8.383 eV. The spin multiplicity is 1. As for the gap between HOMO and LUMO: 0.3346 Eh. As for the relative energy (zero: lowest compared OMol25 entry of this formula, charge and spin): 0.870 eV.

***

2.
Density functional theory data (ωB97M-V/def2-TZVPD) for 3 unconnected molecules or ions with the total composition C3H10O3 at a distorted geometry.

The geometry in XYZ format:
```
16
Properties=species:S:1:pos:R:3:nbo_charge:R:1
C -0.202 -0.223 -2.031 -0.7081
C -0.022 -0.892 -0.726 0.0477
C -0.004 -0.165 0.451 0.3070
O 0.131 -0.729 1.620 -0.5391
H 0.585 -0.535 -2.724 0.2910
H -0.096 0.859 -1.942 0.2513
H -1.192 -0.460 -2.435 0.2919
H 0.081 -1.973 -0.689 0.2454
H -0.111 0.913 0.497 0.2097
H -0.569 -0.359 2.217 0.5568
H 3.689 0.863 -0.330 0.4896
H 2.353 0.197 -0.651 0.4412
O 2.863 0.984 -0.810 -0.9235
H -2.979 -0.158 2.488 0.5106
H -2.366 1.303 2.428 0.5056
O -2.160 0.374 2.639 -0.9770
```

Its HOMO energy (alpha / beta) is -15.198 / -15.206 eV. Its expectation value of S² is 0.755. The spin multiplicity is 2. The charge is +1. As for the gap between HOMO and LUMO (alpha / beta): 0.4040 / 0.2611 Eh. As for the relative energy (zero: lowest compared OMol25 entry of this formula, charge and spin): 0.105 eV.

***

3.
Density functional theory data (ωB97M-V/def2-TZVPD) for 3 unconnected molecules or ions with the total composition C3H10O3S at a distorted geometry.

The geometry in XYZ format:
```
17
Properties=species:S:1:pos:R:3:nbo_charge:R:1
O -1.088 1.993 -1.357 -0.4983
C -1.081 0.805 -1.460 0.4560
C -0.454 -0.104 -0.437 -0.5353
C 0.382 -1.192 -1.083 -0.5049
S 2.015 -1.497 -0.300 -0.0500
H -1.542 0.256 -2.324 0.0892
H 0.109 0.553 0.225 0.2409
H -1.293 -0.498 0.121 0.2338
H 0.570 -1.042 -2.139 0.2142
H -0.098 -2.174 -0.970 0.2211
H 2.289 -0.220 -0.028 0.1297
O -1.995 -1.527 3.644 -0.9357
H -1.574 -2.349 3.365 0.4688
H -2.893 -1.582 3.297 0.4673
O 1.941 2.640 -0.338 -0.9415
H 2.102 2.801 0.602 0.4716
H 2.608 3.137 -0.818 0.4732
```

Its HOMO energy is -9.098 eV. The spin multiplicity is 1. As for the gap between HOMO and LUMO: 0.3567 Eh. As for the relative energy (zero: lowest compared OMol25 entry of this formula, charge and spin): 0.690 eV.

***

4.
Density functional theory data (ωB97M-V/def2-TZVPD) for 3 unconnected molecules or ions with the total composition C3H10O3S at a distorted geometry.

The geometry in XYZ format:
```
17
Properties=species:S:1:pos:R:3:nbo_charge:R:1
O 1.898 0.678 2.010 -0.5386
C 0.996 1.369 1.474 0.4006
C -0.355 0.872 1.133 -0.5293
C -0.381 0.923 -0.388 -0.5161
S 0.837 -0.255 -1.115 -0.0286
H 1.245 2.414 1.747 0.1555
H -1.057 1.583 1.634 0.2379
H -0.628 -0.083 1.560 0.2403
H -1.322 0.617 -0.866 0.2311
H -0.203 2.011 -0.759 0.2277
H 1.117 0.487 -2.117 0.1183
O 3.630 -1.730 1.428 -0.9775
H 2.922 -2.216 0.984 0.4789
H 3.379 -1.059 2.082 0.4998
O -4.216 -1.620 -3.197 -0.9401
H -4.441 -1.774 -2.259 0.4681
H -3.420 -2.216 -3.352 0.4721
```

Its HOMO energy is -9.428 eV. The spin multiplicity is 1. As for the gap between HOMO and LUMO: 0.3558 Eh. As for the relative energy (zero: lowest compared OMol25 entry of this formula, charge and spin): 1.558 eV.

***

5.
Density functional theory data (ωB97M-V/def2-TZVPD) for 3 unconnected molecules or ions with the total composition C3H10O3S.

The geometry in XYZ format:
```
17
Properties=species:S:1:pos:R:3:nbo_charge:R:1
O -2.040 1.760 0.651 -0.5527
C -2.046 0.622 1.042 0.4641
C -0.826 -0.272 0.996 -0.5242
C -0.129 -0.158 -0.357 -0.5206
S 1.351 -1.199 -0.472 -0.0146
H -2.975 0.193 1.453 0.1163
H -0.148 0.085 1.781 0.2344
H -1.101 -1.271 1.317 0.2230
H 0.101 0.899 -0.512 0.2265
H -0.825 -0.404 -1.153 0.2249
H 1.784 -0.847 0.740 0.1229
O -2.941 2.928 -1.908 -0.9468
H -2.332 2.508 -1.279 0.4799
H -3.174 3.742 -1.438 0.4654
O 4.379 -2.418 0.837 -0.9392
H 4.918 -2.886 1.483 0.4694
H 4.482 -2.942 0.033 0.4713
```

Its HOMO energy is -9.128 eV. The spin multiplicity is 1. As for the gap between HOMO and LUMO: 0.3558 Eh. As for the relative energy (zero: lowest compared OMol25 entry of this formula, charge and spin): 0.433 eV.

***

6.
Density functional theory data (ωB97M-V/def2-TZVPD) for a molecular structure, C3H10O3Si at a distorted geometry.

The geometry in XYZ format:
```
17
Properties=species:S:1:pos:R:3:nbo_charge:R:1
C 1.887 0.542 -1.033 -0.5819
C -1.757 1.504 0.223 -0.2595
C 1.558 -0.481 0.176 -0.9406
O -0.919 -2.239 -0.363 -1.1748
O -0.738 -1.208 1.859 -1.1239
O -1.267 0.652 -0.711 -0.8684
Si -0.192 -1.070 0.387 2.2729
H 1.026 0.706 -1.628 0.2445
H 2.335 1.531 -0.603 0.2116
H 2.675 0.128 -1.619 0.1997
H -1.534 2.456 -0.292 0.1541
H -1.255 1.772 1.217 0.1334
H -2.837 1.405 0.358 0.1410
H 1.974 -0.199 1.079 0.2502
H 2.108 -1.381 -0.047 0.2407
H -1.400 -2.715 -1.121 0.5678
H -1.664 -1.401 2.118 0.5333
```

Its HOMO energy is -8.162 eV. The spin multiplicity is 1. As for the gap between HOMO and LUMO: 0.3116 Eh. As for the relative energy (zero: lowest compared OMol25 entry of this formula, charge and spin): 3.508 eV.